Density functional theory data (ωB97M-V/def2-TZVPD) for C18H32NaO18 as an isolated structure.

Geometry (Å):
1 Na -0.1314 -0.2033 -0.3191
2 C -0.7203 4.8008 1.7089
3 C -2.2520 4.6276 1.9355
4 O -2.4804 3.3768 1.3263
5 C -1.3299 2.6711 1.2201
6 O -1.2940 1.4958 0.9950
7 O -0.2969 3.4913 1.3581
8 H -0.2069 5.1101 2.6158
9 H -0.5743 5.4706 0.8608
10 H -2.7657 5.3469 1.2984
11 H -2.4660 4.7398 2.9987
12 C 3.5829 -3.8014 2.1875
13 C 4.0865 -4.2224 0.8006
14 O 3.2407 -3.4474 -0.0314
15 C 2.6401 -2.4879 0.6387
16 O 1.8551 -1.7083 0.1747
17 O 2.9704 -2.5162 1.9540
18 H 4.3574 -3.7509 2.9516
19 H 2.8142 -4.4474 2.6171
20 H 3.9547 -5.2958 0.6800
21 H 5.1274 -3.9699 0.5998
22 C -0.1147 -4.4393 -1.4993
23 O -1.3171 -4.1319 -2.1708
24 C -1.7942 -2.9072 -2.0163
25 O -1.2868 -2.0271 -1.3604
26 O -2.9172 -2.8185 -2.6849
27 C -3.6836 -1.6343 -2.7151
28 H 0.0581 -5.5090 -1.4414
29 H -0.0643 -4.0083 -0.4956
30 H 0.7372 -3.9840 -2.0164
31 H -4.5585 -1.7901 -3.3381
32 H -3.0985 -0.7896 -3.0735
33 H -4.0380 -1.4013 -1.7070
34 C -1.6854 -3.5257 2.0021
35 O -1.9285 -2.4961 2.9551
36 C -1.1873 -1.4135 2.9101
37 O -0.2276 -1.2433 2.1840
38 O -1.6575 -0.4957 3.7265
39 C -0.8138 0.4971 4.2839
40 H -2.5673 -4.1589 2.0685
41 H -0.7452 -4.0482 2.1488
42 H -1.7441 -3.0881 1.0012
43 H -1.4423 1.2135 4.8035
44 H -0.1680 0.9355 3.5233
45 H -0.2085 -0.0009 5.0483
46 C -3.4886 2.3393 -2.3655
47 O -2.4722 1.3572 -2.1482
48 C -1.2997 1.5314 -2.7546
49 O -0.4294 0.7103 -2.7842
50 O -1.2453 2.6903 -3.3766
51 C -0.2072 3.0088 -4.2873
52 H -4.3807 1.9880 -1.8544
53 H -3.6701 2.4459 -3.4333
54 H -3.2159 3.3020 -1.9340
55 H -0.2407 2.3745 -5.1785
56 H 0.7636 2.7987 -3.8427
57 H -0.3705 4.0195 -4.6410
58 C 3.6632 1.9304 -2.4137
59 O 3.9426 2.0100 -1.0150
60 C 3.0002 1.6524 -0.1880
61 O 1.8987 1.2391 -0.4218
62 O 3.5193 1.7158 1.0692
63 C 2.5622 1.4000 2.0689
64 H 2.6094 2.0690 -2.6245
65 H 4.0651 0.9906 -2.8030
66 H 4.3292 2.6458 -2.8979
67 H 2.1515 0.3950 1.9240
68 H 1.7454 2.1067 2.1927
69 H 3.1116 1.2641 3.0017

For the total energy, the calculation gives -2221.62439 Eh. The LUMO energy is -0.0681 Ha. For the energy above the lowest of the compared OMol25 structures with the same formula, charge and spin, the calculation gives 5.6 kcal per mole. As for the net charge: +1. The spin multiplicity is 1. The frontier orbital gap comes out at 11.106 eV.